Run w
# C2H9N4P3

C2H9N4P3 as an isolated structure (the ωB97M-V functional and the def2-TZVPD basis, the OMol25 dataset).

The geometry in XYZ format:
```
18
Properties=species:S:1:pos:R:3:mulliken_charge:R:1
C -1.80445 -1.24686 -0.81528 -0.880
C -0.08089 -1.38730 0.80555 -1.020
N 1.48876 1.18228 0.14517 -0.321
N -0.62012 1.97620 -0.71751 -0.312
N -1.76553 0.35317 0.77464 -0.424
N -0.87286 -0.45916 -0.03614 0.432
P 0.52793 0.67609 -0.96183 0.056
P 3.11641 0.59750 0.24859 -0.146
P -1.84735 1.84012 0.40367 0.105
H -2.65215 -1.56030 -0.24493 0.317
H -1.96840 -0.64739 -1.74912 0.344
H -1.27539 -2.14857 -1.20662 0.326
H 0.13383 -2.29730 0.31550 0.337
H 0.87738 -1.05356 1.11519 0.343
H -0.56708 -1.49567 1.65229 0.422
H -0.04525 2.80442 -0.65742 0.363
H 3.48948 1.17897 1.40127 0.025
H 3.86568 1.68736 -0.47303 0.033
```

Computed properties:
HOMO energy ... -0.2931 Eh
Orbital gap ... 8.1507 eV
Total charge ... 0
M ... 182.0 g mol⁻¹

=====

Run x
# C2H9N4P3

C2H9N4P3 as an isolated structure (the ωB97M-V functional and the def2-TZVPD basis, the OMol25 dataset).

The geometry in XYZ format:
```
18
Properties=species:S:1:pos:R:3:mulliken_charge:R:1
C -1.63783 1.03439 -0.08685 -1.059
C -2.00490 -1.12606 0.86805 -0.923
N 2.76996 1.23505 -1.29828 -0.070
N 1.53960 0.01052 0.78649 -0.457
N 0.44349 0.08563 -1.76395 -0.210
N -1.19047 -0.42009 -0.13289 0.024
P 1.74838 0.86906 -2.43905 -0.060
P 2.99610 1.05715 0.23561 0.006
P 0.49258 -0.57641 -0.34058 0.270
H -2.38988 1.31633 -0.74565 0.366
H -1.94509 1.40018 0.89946 0.368
H -0.85535 1.74003 -0.27944 0.339
H -3.03549 -1.28268 0.43102 0.295
H -1.51449 -2.03940 1.10300 0.368
H -2.03857 -0.62260 1.89223 0.311
H 1.99149 -0.74783 1.34785 0.333
H 3.88140 0.04036 -0.04519 0.022
H 0.74908 -1.97361 -0.43184 0.078
```

Computed properties:
HOMO energy ... -0.3074 Eh
Orbital gap ... 8.6303 eV
Total charge ... 0
M ... 182.0 g mol⁻¹

=====

Among the structures shown above, run x is the most stable, with the second-best lying 0.0671 hartree higher.